# 1
The following is a quantum chemistry calculation of C69H128As2F12N9 as an isolated structure, from the OMol25 dataset.

Results
- net charge = +6
- lowest unoccupied orbital energy (alpha / beta) (eV) = -12.00 / -12.00
- electronic energy (eV) = -241272.1955
- multiplicity = 2
- expectation value of S² = 0.768

Each line ends with the Löwdin spin population.
Element x y z (Å)
C: 13.151 -8.502 20.651  0.0000
N: 12.503 -8.751 19.294  0.0000
C: 13.019 -8.062 18.209  0.0000
C: 12.450 -8.413 16.936  0.0000
C: 11.382 -9.358 16.820  0.0000
C: 10.848 -9.881 17.960  0.0000
C: 11.417 -9.569 19.199  0.0000
C: 10.808 -9.675 15.506  0.0000
C: 11.683 -9.877 14.425  0.0000
C: 11.153 -10.124 13.183  0.0000
N: 9.837 -9.966 12.911  0.0000
C: 8.936 -9.830 13.947  0.0000
C: 9.398 -9.694 15.294  0.0000
C: 9.341 -10.086 11.517  0.0001
H: 13.853 -7.671 20.570  0.0000
H: 13.521 -9.483 20.949  0.0000
H: 12.375 -8.254 21.375  0.0000
H: 13.849 -7.394 18.384  0.0000
H: 12.777 -7.861 16.067  0.0000
H: 10.021 -10.577 17.971  0.0000
H: 10.967 -9.950 20.104  0.0000
H: 12.744 -9.764 14.588  0.0000
H: 11.809 -10.357 12.358  0.0000
H: 7.873 -9.889 13.766  0.0000
H: 8.741 -9.535 16.137  0.0000
H: 10.071 -9.629 10.849  0.0000
H: 8.415 -9.525 11.391  0.0000
H: 9.334 -11.141 11.244  0.0000
C: 10.023 0.189 3.414  0.0041
N: 9.496 -0.897 4.280  0.0679
C: 9.420 -0.781 5.627  0.0246
C: 9.121 -1.916 6.374  0.0352
C: 8.667 -3.076 5.771  0.0595
C: 8.726 -3.146 4.392  0.0451
C: 9.162 -2.041 3.692  0.0132
C: 8.002 -4.155 6.568  0.1811
C: 6.821 -4.684 6.037  0.0306
C: 6.212 -5.737 6.740  0.1279
N: 6.794 -6.263 7.875  0.1889
C: 7.890 -5.706 8.418  0.1084
C: 8.466 -4.616 7.794  0.0539
C: 6.331 -7.537 8.420  0.0131
H: 10.602 0.926 3.970  0.0005
H: 9.156 0.701 2.996  0.0024
H: 10.710 -0.216 2.670  0.0011
H: 9.796 0.138 6.050  0.0013
H: 9.076 -1.868 7.452  0.0008
H: 8.501 -4.095 3.927  0.0018
H: 9.211 -2.133 2.617  0.0009
H: 6.403 -4.133 5.207  -0.0003
H: 5.258 -6.148 6.442  0.0118
H: 8.286 -6.104 9.341  0.0081
H: 9.373 -4.202 8.209  0.0008
H: 5.253 -7.687 8.364  0.0023
H: 6.622 -7.569 9.470  0.0012
H: 6.895 -8.257 7.826  0.0078
C: 4.397 1.906 13.368  0.0000
C: 3.479 0.706 13.695  0.0000
C: 4.070 -0.516 12.971  0.0000
C: 3.125 -1.761 13.089  0.0000
N: 3.627 -3.075 12.392  0.0000
C: 3.846 -2.937 10.860  0.0001
C: 4.846 -4.079 10.561  0.0010
C: 5.719 -4.102 11.721  0.0006
C: 5.008 -3.523 12.942  0.0000
C: 2.537 -4.159 12.676  0.0000
H: 4.034 2.859 13.754  0.0000
H: 4.528 2.107 12.304  0.0000
H: 5.416 1.815 13.743  0.0000
H: 2.397 0.728 13.562  0.0000
H: 3.448 0.482 14.762  0.0000
H: 5.138 -0.634 13.155  0.0000
H: 4.010 -0.336 11.897  0.0000
H: 2.071 -1.703 12.815  0.0000
H: 3.085 -1.993 14.153  0.0000
H: 2.886 -2.965 10.346  0.0000
H: 4.428 -2.072 10.543  0.0000
H: 4.456 -5.078 10.366  0.0000
H: 5.416 -3.948 9.641  0.0013
H: 5.989 -5.153 11.820  0.0001
H: 6.607 -3.480 11.609  0.0004
H: 4.740 -4.255 13.703  0.0000
H: 5.503 -2.664 13.396  0.0000
H: 2.308 -4.194 13.741  0.0000
H: 2.859 -5.063 12.160  0.0000
H: 1.577 -3.853 12.261  0.0000
C: 3.910 -12.089 14.834  0.0000
C: 3.252 -13.296 15.562  0.0000
C: 3.062 -13.138 17.044  0.0000
C: 1.919 -14.120 17.609  0.0000
N: 1.827 -14.341 19.163  0.0000
C: 1.741 -13.007 19.849  0.0000
C: 2.332 -13.296 21.326  0.0000
C: 3.498 -14.135 21.044  0.0000
C: 3.144 -14.968 19.749  0.0000
C: 0.581 -15.253 19.507  0.0000
H: 4.789 -12.216 14.201  0.0000
H: 4.160 -11.374 15.619  0.0000
H: 3.182 -11.494 14.282  0.0000
H: 3.714 -14.269 15.396  0.0000
H: 2.283 -13.440 15.084  0.0000
H: 2.691 -12.165 17.369  0.0000
H: 3.990 -13.168 17.615  0.0000
H: 2.069 -15.092 17.139  0.0000
H: 0.950 -13.756 17.267  0.0000
H: 0.660 -12.873 19.892  0.0000
H: 2.272 -12.166 19.402  0.0000
H: 1.682 -13.690 22.107  0.0000
H: 2.743 -12.391 21.773  0.0000
H: 3.696 -14.832 21.859  0.0000
H: 4.425 -13.588 20.878  0.0000
H: 3.130 -16.057 19.788  0.0000
H: 3.930 -14.851 19.003  0.0000
H: -0.305 -14.631 19.383  0.0000
H: 0.759 -15.508 20.552  0.0000
H: 0.536 -16.151 18.891  0.0000
C: 9.332 -5.452 16.156  0.0000
C: 7.828 -5.404 15.818  0.0000
C: 6.961 -6.145 16.787  0.0000
C: 5.437 -6.128 16.381  0.0000
N: 4.569 -7.148 17.193  0.0000
C: 5.267 -8.523 17.593  0.0000
C: 4.160 -9.392 18.130  0.0000
C: 2.999 -9.069 17.226  0.0000
C: 3.420 -7.783 16.422  0.0000
C: 4.025 -6.488 18.523  0.0000
H: 9.525 -5.125 17.178  0.0000
H: 9.935 -4.819 15.505  0.0000
H: 9.747 -6.460 16.170  0.0000
H: 7.620 -5.711 14.793  0.0000
H: 7.452 -4.389 15.948  0.0000
H: 7.026 -5.822 17.826  0.0000
H: 7.324 -7.171 16.738  0.0000
H: 5.344 -6.491 15.357  0.0000
H: 4.932 -5.167 16.285  0.0000
H: 6.016 -8.247 18.335  0.0000
H: 5.700 -8.948 16.687  0.0000
H: 4.007 -9.120 19.174  0.0000
H: 4.377 -10.459 18.191  0.0000
H: 2.017 -8.820 17.629  0.0000
H: 2.849 -9.941 16.589  0.0000
H: 2.659 -7.021 16.254  0.0000
H: 3.705 -8.015 15.396  0.0000
H: 4.008 -5.442 18.216  0.0000
H: 4.920 -6.488 19.145  0.0000
H: 3.142 -6.904 19.008  0.0000
C: 0.944 -7.175 11.760  0.0000
C: -0.072 -8.117 11.048  0.0000
C: 0.456 -9.221 10.044  0.0000
C: 1.273 -10.319 10.773  0.0000
N: 2.087 -11.285 9.899  0.0000
C: 3.135 -12.158 10.707  0.0000
C: 4.321 -12.476 9.811  0.0000
C: 4.075 -11.655 8.545  0.0001
C: 3.013 -10.581 8.892  0.0000
C: 1.055 -12.173 9.193  0.0000
H: 1.092 -7.634 12.737  0.0000
H: 0.568 -6.156 11.850  0.0000
H: 1.841 -7.184 11.141  0.0000
H: -0.664 -7.456 10.415  0.0000
H: -0.755 -8.645 11.714  0.0000
H: 1.263 -8.781 9.457  0.0000
H: -0.336 -9.614 9.407  0.0000
H: 0.621 -10.932 11.396  0.0000
H: 2.075 -9.916 11.391  0.0000
H: 2.629 -13.060 11.049  0.0000
H: 3.386 -11.624 11.623  0.0000
H: 4.322 -13.540 9.573  0.0000
H: 5.194 -12.150 10.376  0.0000
H: 3.661 -12.361 7.825  0.0000
H: 5.010 -11.241 8.168  0.0002
H: 2.531 -10.169 8.005  0.0000
H: 3.477 -9.719 9.372  0.0000
H: 0.549 -11.462 8.541  0.0000
H: 0.437 -12.643 9.958  0.0000
H: 1.462 -12.965 8.564  0.0000
C: 6.752 -13.376 12.255  0.0000
C: 7.456 -13.617 13.588  0.0000
C: 7.107 -14.991 13.978  0.0000
C: 7.711 -15.582 15.286  0.0000
N: 7.043 -16.856 15.895  0.0000
C: 6.955 -17.934 14.742  0.0000
C: 7.125 -19.209 15.548  0.0000
C: 7.669 -19.035 16.970  0.0000
C: 7.995 -17.531 16.951  0.0000
C: 5.704 -16.410 16.554  0.0000
H: 7.180 -13.981 11.455  0.0000
H: 6.728 -12.307 12.046  0.0000
H: 5.683 -13.587 12.296  0.0000
H: 7.149 -12.929 14.376  0.0000
H: 8.545 -13.583 13.572  0.0000
H: 7.480 -15.516 13.099  0.0000
H: 6.038 -15.203 13.941  0.0000
H: 7.742 -14.845 16.088  0.0000
H: 8.707 -15.899 14.978  0.0000
H: 6.052 -17.955 14.132  0.0000
H: 7.889 -17.840 14.188  0.0000
H: 6.232 -19.833 15.519  0.0000
H: 7.690 -20.022 15.093  0.0000
H: 6.901 -18.984 17.742  0.0000
H: 8.550 -19.660 17.116  0.0000
H: 7.829 -16.990 17.883  0.0000
H: 9.067 -17.475 16.766  0.0000
H: 5.115 -15.845 15.831  0.0000
H: 5.921 -15.810 17.437  0.0000
H: 5.210 -17.325 16.883  0.0000
As: 10.303 -6.190 11.901  0.0000
F: 9.213 -7.437 11.088  0.0002
F: 10.668 -5.462 10.327  0.0005
F: 11.430 -5.005 12.674  0.0000
F: 10.016 -7.046 13.485  0.0000
F: 11.664 -7.324 11.639  0.0000
F: 8.882 -5.105 12.129  0.0006
As: 4.937 -8.377 12.653  0.0000
F: 4.407 -6.815 13.224  0.0000
F: 6.543 -7.603 12.210  0.0001
F: 5.609 -9.876 11.914  0.0000
F: 3.415 -9.205 13.051  0.0000
F: 4.179 -7.988 11.060  0.0002
F: 5.560 -8.980 14.200  0.0000



# 2
The following is a quantum chemistry calculation of one molecule with the formula C19H23N5O3S, from the OMol25 dataset.

Results
- SMILES = CCCc1nc2nc(C)c(NS(=O)(=O)c3ccc4c(c3)CCCC4)c(=O)n2[nH]1
- lowest unoccupied orbital energy (eV) = 0.28
- electronic energy (eV) = -44505.2788
- multiplicity = 1
- energy above the lowest of the compared OMol25 structures with the same formula, charge and spin (eV) = 0.677

Each line ends with the Mulliken charge.
Element x y z (Å)
C: -5.389 -0.694 -0.162  -1.5121
C: -3.868 -0.696 -0.230  0.2697
H: -3.488 0.252 0.157  -0.1521
H: -3.545 -0.799 -1.266  0.3677
C: -3.280 -1.857 0.586  -0.8428
C: -1.804 -1.907 0.470  0.5836
N: -1.142 -2.476 -0.497  -0.7451
C: 0.174 -2.294 -0.235  0.3046
N: 1.205 -2.696 -0.907  -0.6678
C: 2.423 -2.358 -0.443  0.8783
C: 2.603 -1.585 0.692  -0.5979
C: 1.492 -1.148 1.492  0.9399
O: 1.515 -0.489 2.524  -0.7334
N: 0.294 -1.580 0.946  0.3099
N: -0.975 -1.328 1.376  -0.6007
H: -1.136 -0.845 2.246  0.2767
N: 3.868 -1.118 1.098  -0.2817
S: 4.455 0.214 0.202  1.1689
O: 5.193 -0.273 -0.924  -0.7304
O: 5.132 1.053 1.142  -0.7084
C: 2.924 0.943 -0.363  -0.0267
C: 2.158 1.638 0.547  -0.9661
C: 0.851 1.997 0.232  1.0579
C: 0.339 1.658 -1.021  1.2919
C: 1.144 0.981 -1.935  -1.0329
C: 2.433 0.609 -1.611  -0.4091
H: 3.061 0.065 -2.297  0.5954
H: 0.738 0.723 -2.902  0.4107
C: -1.083 1.967 -1.402  -0.7198
C: -1.737 2.984 -0.473  -1.0426
C: -1.468 2.605 0.978  -0.4528
C: 0.026 2.716 1.261  -1.4260
H: 0.264 2.314 2.248  0.4071
H: 0.315 3.772 1.264  0.3538
H: -2.023 3.257 1.655  0.3908
H: -1.801 1.578 1.152  0.0086
H: -2.811 3.024 -0.668  0.4099
H: -1.324 3.976 -0.665  0.4102
H: -1.110 2.328 -2.432  0.4646
H: -1.650 1.030 -1.379  0.0486
H: 2.576 1.872 1.513  0.4073
H: 3.831 -0.819 2.067  0.5567
C: 3.578 -2.887 -1.222  -1.1528
H: 4.085 -3.652 -0.635  0.3440
H: 4.302 -2.104 -1.427  0.3301
H: 3.212 -3.327 -2.144  0.3423
H: -3.679 -2.795 0.197  0.3957
H: -3.565 -1.754 1.634  0.3587
H: -5.790 -1.620 -0.565  0.3726
H: -5.791 0.134 -0.740  0.4009
H: -5.729 -0.591 0.866  0.3441



# 3
The following is a quantum chemistry calculation of C13H17N2OS5W as an isolated structure, from the OMol25 dataset.

Results
- net charge = +3
- lowest unoccupied orbital energy (alpha / beta) (eV) = -12.89 / -13.05
- electronic energy (eV) = -74757.3096
- multiplicity = 1

Each line ends with the Mulliken charge.
Element x y z (Å)
W: -0.224 -0.831 1.232  0.9482
C: -1.290 -2.938 1.852  -0.7702
C: -1.904 -1.813 2.451  -0.0209
C: -2.582 -0.852 1.631  -0.6519
C: -2.467 -0.910 0.246  -0.2161
C: -1.577 -1.845 -0.322  -0.5789
C: -1.069 -2.920 0.477  -0.2531
H: -0.853 -3.711 2.470  0.5562
H: -1.966 -1.743 3.528  0.5490
H: -3.157 -0.061 2.097  0.5775
H: -2.924 -0.144 -0.367  0.5292
H: -1.358 -1.821 -1.381  0.5493
H: -0.461 -3.687 0.017  0.4986
S: 2.004 0.553 1.632  0.2153
S: 2.424 0.945 3.498  0.3270
S: 0.648 0.949 4.446  0.2714
S: -0.716 0.870 3.020  0.1308
N: 1.548 -2.329 3.512  -0.4552
C: 0.923 -1.845 2.671  0.0341
O: -0.255 0.910 0.042  -0.3156
S: -0.097 1.061 -1.533  0.3851
C: 1.161 2.354 -1.749  -0.6978
C: 0.423 3.687 -1.738  -0.5222
C: -0.850 3.443 -2.541  -0.8137
C: -1.479 2.174 -1.967  -0.5879
H: 1.607 2.144 -2.724  0.4853
H: 1.917 2.212 -0.978  0.3249
H: 1.046 4.461 -2.184  0.4223
H: 0.192 3.991 -0.716  0.2476
H: -0.620 3.312 -3.599  0.3573
H: -1.559 4.267 -2.462  0.3585
H: -2.159 1.657 -2.642  0.5097
H: -1.966 2.367 -1.008  0.3310
C: 3.329 -2.490 -1.398  -1.1970
C: 2.184 -1.969 -0.695  0.6034
N: 1.275 -1.568 -0.116  -0.1652
H: 4.204 -2.416 -0.748  0.3391
H: 3.496 -1.926 -2.316  0.3506
H: 3.149 -3.540 -1.640  0.3443



# 4
The following is a quantum chemistry calculation of C5H7NO as an isolated structure, from the OMol25 dataset.

Results
- lowest unoccupied orbital energy (eV) = 0.89
- electronic energy (eV) = -8833.2838
- multiplicity = 1
- energy above the lowest of the compared OMol25 structures with the same formula, charge and spin (eV) = 2.919

Each line ends with the Mulliken charge.
Element x y z (Å)
O: 1.784 -0.654 -0.908  -0.5625
C: 1.180 -0.185 0.264  -0.2269
C: 0.438 1.132 0.267  -0.2378
C: -0.961 0.860 -0.174  0.0038
C: -1.090 -0.622 -0.478  -0.9670
C: -0.173 -0.760 0.740  0.1064
N: -0.574 0.637 1.240  -0.6306
H: 1.227 -0.382 -1.649  0.3422
H: 1.930 -0.239 1.057  0.4063
H: 0.846 2.138 0.318  0.3922
H: -1.639 1.666 -0.441  0.4071
H: -0.699 -1.009 -1.427  0.1918
H: -2.099 -1.006 -0.321  0.3081
H: -0.236 -1.604 1.428  0.4668



# 5
The following is a quantum chemistry calculation of C10H10N2O as an isolated structure, from the OMol25 dataset.

Results
- lowest unoccupied orbital energy (eV) = -0.49
- electronic energy (eV) = -15558.5894
- multiplicity = 1
- energy above the lowest of the compared OMol25 structures with the same formula, charge and spin (eV) = 1.578

Each line ends with the Mulliken charge.
Element x y z (Å)
O: 0.837 -0.580 -1.519  -0.6853
C: -1.656 2.756 -1.456  -0.5258
C: -0.694 2.589 -2.453  -0.3054
C: -1.786 1.789 -0.461  -0.5258
C: 0.132 1.468 -2.460  -0.5645
C: -0.963 0.663 -0.461  -0.1749
C: -0.004 0.503 -1.462  0.5464
H: 0.630 -1.174 -0.758  0.6731
H: -2.305 3.642 -1.454  0.3417
H: -0.582 3.345 -3.242  0.3326
H: -2.539 1.906 0.330  0.3342
H: 0.893 1.323 -3.238  0.3690
H: -1.067 -0.099 0.324  0.3387
N: 0.590 -1.580 0.474  -0.2716
N: 1.231 -2.047 3.188  -0.5111
C: 0.256 -2.715 1.104  -0.2323
C: 0.572 -2.945 2.442  -0.2504
C: 1.248 -0.681 1.219  0.0285
C: 1.564 -0.912 2.558  -0.3172
H: -0.284 -3.469 0.517  0.3842
H: 0.286 -3.885 2.933  0.3361
H: 1.534 0.258 0.729  0.3457
H: 2.105 -0.158 3.145  0.3343



# 6
The following is a quantum chemistry calculation of C23H12Br4ClN6O4RuS as an isolated structure, from the OMol25 dataset.

Results
- net charge = +1
- lowest unoccupied orbital energy (alpha / beta) (eV) = -4.14 / -5.03
- electronic energy (eV) = -347280.4466
- multiplicity = 5
- expectation value of S² = 6.030
- energy above the lowest of the compared OMol25 structures with the same formula, charge and spin (eV) = 0.000

Each line ends with the Löwdin spin population.
Element x y z (Å)
Ru: -0.046 -0.106 0.024  2.4201
Br: 6.027 0.110 3.425  0.0422
C: 4.218 0.050 2.996  0.1176
C: 3.240 0.040 4.058  0.0804
Br: 3.813 0.095 5.832  0.0250
C: 1.900 -0.008 3.774  0.0253
Br: 0.551 -0.017 5.065  0.0043
C: 1.481 -0.047 2.418  0.1436
O: 0.258 -0.095 2.060  0.2731
C: 2.463 -0.026 1.358  0.1596
O: 2.010 -0.060 0.150  0.3309
C: 3.834 0.017 1.673  0.0061
Br: 5.030 0.029 0.234  -0.0037
S: -0.423 5.271 -5.111  -0.0010
N: -0.335 3.670 -5.279  -0.0019
C: -0.259 3.154 -4.061  0.0001
C: -0.163 1.733 -3.752  0.0014
C: -0.125 0.727 -4.692  0.0268
C: -0.021 -0.611 -4.260  -0.0023
C: 0.031 -0.888 -2.923  0.0245
N: -0.009 0.086 -1.978  0.0223
C: -0.094 1.402 -2.388  0.0187
C: -0.113 2.383 -1.368  0.0070
N: -0.060 1.925 -0.085  -0.0057
C: -0.106 2.790 0.938  0.0100
C: -0.187 4.150 0.733  0.0008
C: -0.234 4.644 -0.574  0.0126
C: -0.204 3.762 -1.634  0.0021
C: -0.276 4.136 -3.039  -0.0008
N: -0.366 5.374 -3.503  -0.0002
H: -0.171 0.975 -5.743  0.0012
H: 0.023 -1.421 -4.970  -0.0003
H: 0.115 -1.902 -2.561  0.0011
H: -0.107 2.357 1.929  0.0003
H: -0.233 4.812 1.584  -0.0001
H: -0.304 5.706 -0.769  0.0005
N: -0.941 -2.977 -0.394  0.0028
C: -0.640 -4.266 -0.224  0.0072
C: 0.618 -4.336 0.345  0.0020
C: 1.014 -3.012 0.492  0.0051
N: 0.064 -2.194 0.034  0.0035
H: -1.776 -2.516 -0.800  0.0002
H: -1.339 -5.037 -0.498  0.0004
H: 1.165 -5.218 0.619  0.0000
H: 1.934 -2.614 0.886  0.0009
Cl: -3.755 2.193 -0.928  0.0029
C: -4.203 0.570 -0.334  0.0064
C: -2.993 -0.327 -0.456  0.0309
O: -2.961 -1.251 -1.249  0.0207
O: -2.016 0.028 0.328  0.1741
H: -5.013 0.190 -0.948  0.0009
H: -4.506 0.669 0.706  0.0006